Entry from the OMol25 dataset: a 17-piece molecular cluster, C32H106N8O17 overall (ωB97M-V with the def2-TZVPD basis set).

```
163
Properties=species:S:1:pos:R:3
C -0.1662 -0.4970 -1.0266
C -0.2872 -0.0122 0.4337
C 0.5536 1.2590 0.5443
O 1.9564 0.9027 0.5396
C 2.7115 1.5246 1.5429
N -1.6974 0.2445 0.6918
H -0.6709 0.1951 -1.7026
H -0.5796 -1.5001 -1.1461
H 0.8789 -0.6060 -1.3367
H 0.1985 -0.7839 1.0234
H 0.3424 1.7930 1.4767
H 0.3986 1.9779 -0.2641
H 2.9091 2.5928 1.4008
H 3.7130 1.0860 1.6155
H 2.3080 1.3528 2.5502
H -1.9793 0.1408 1.6720
H -1.8901 1.2265 0.5042
C -1.7164 2.2655 -3.3013
C -2.0127 3.5071 -4.1421
C -3.1637 3.2184 -5.1114
O -2.9306 2.0601 -5.8745
C -1.9902 2.2512 -6.9137
N -2.3468 4.6265 -3.2417
H -1.1314 2.5544 -2.4238
H -1.1609 1.5130 -3.8633
H -2.6365 1.7774 -2.9678
H -1.1007 3.6489 -4.7416
H -3.4007 4.0733 -5.7582
H -4.0333 3.0508 -4.4681
H -2.2575 3.1195 -7.5273
H -1.9788 1.3328 -7.4923
H -0.9906 2.4600 -6.5147
H -2.6539 5.3872 -3.8414
H -1.4953 4.9097 -2.7641
C 3.2920 0.0210 5.5277
C 4.5136 -0.5805 6.2397
C 4.2299 -0.9606 7.6858
O 3.7847 0.1575 8.4074
C 3.5652 -0.1368 9.7735
N 5.0148 -1.7079 5.4447
H 2.6165 -0.7898 5.2479
H 3.7037 0.4892 4.6310
H 2.7675 0.7545 6.1307
H 5.3307 0.1469 6.1935
H 5.1077 -1.4608 8.1191
H 3.4133 -1.7085 7.6843
H 3.7027 0.7685 10.3649
H 4.2463 -0.8778 10.1989
H 2.5294 -0.4700 9.8923
H 4.2792 -2.4157 5.3946
H 5.7670 -2.1990 5.9212
C -2.8262 1.9958 3.8714
C -3.4652 0.6871 4.3205
C -4.9744 0.6412 4.1646
O -5.6390 1.7013 4.8160
C -6.1322 2.6700 3.9268
N -2.8898 -0.4115 3.5413
H -3.2198 2.8139 4.4789
H -3.0918 2.2610 2.8432
H -1.7403 1.9536 3.9616
H -3.1841 0.5707 5.3753
H -5.3575 -0.3235 4.5202
H -5.2660 0.6107 3.1055
H -6.4246 3.5995 4.4151
H -7.0011 2.2876 3.3770
H -5.3916 2.9839 3.1794
H -3.2671 -1.3390 3.6797
H -1.8882 -0.4509 3.7250
C 1.8454 -5.4533 -4.7095
C 0.4678 -4.8449 -4.9719
C -0.0794 -4.1794 -3.7239
O -0.1263 -5.1129 -2.6670
C -0.9348 -4.6841 -1.5893
N 0.6254 -3.9082 -6.0948
H 1.8084 -6.2548 -3.9678
H 2.6213 -4.7384 -4.4337
H 2.1898 -5.9939 -5.5964
H -0.1664 -5.6306 -5.3855
H -1.0585 -3.7178 -3.9085
H 0.5977 -3.3596 -3.4334
H -1.9375 -4.3725 -1.8891
H -0.4883 -3.8181 -1.0829
H -0.9281 -5.5099 -0.8809
H -0.2217 -3.3637 -6.2430
H 1.3183 -3.2001 -5.8577
C 5.1010 -5.7935 -1.1234
C 3.6945 -5.6253 -0.5275
C 2.7672 -4.9564 -1.5359
O 3.1621 -3.6431 -1.8693
C 3.0783 -2.7241 -0.8117
N 3.1310 -6.9111 -0.0994
H 5.6366 -6.6220 -0.6581
H 5.7231 -4.8965 -1.0161
H 5.1337 -5.9433 -2.2080
H 3.8141 -4.9666 0.3345
H 1.7432 -4.9519 -1.1394
H 2.7324 -5.5121 -2.4735
H 2.1139 -2.7387 -0.2907
H 3.2202 -1.7115 -1.1859
H 3.8388 -2.9281 -0.0491
H 3.8283 -7.3633 0.4820
H 3.0399 -7.5240 -0.9054
C -5.0663 0.2979 -0.8551
C -6.2755 1.1852 -1.1220
C -6.6912 1.9895 0.0871
O -7.8130 2.8131 -0.1204
C -9.0167 2.0865 -0.2165
N -5.9930 2.0230 -2.2992
H -4.1061 0.8181 -0.8429
H -4.9081 -0.3855 -1.6961
H -5.2102 -0.3432 0.0159
H -7.0866 0.5041 -1.4062
H -5.8243 2.5725 0.4174
H -6.8518 1.3289 0.9576
H -9.8253 2.7974 -0.0235
H -9.0411 1.2690 0.5070
H -9.2394 1.7416 -1.2338
H -5.2906 2.7005 -1.9948
H -6.7986 2.6110 -2.5000
C 4.3494 1.4461 -2.1094
C 3.3609 2.4568 -2.7034
C 2.2329 1.8001 -3.4774
O 2.7697 1.1720 -4.6212
C 1.7478 0.6632 -5.4594
N 2.7028 3.1491 -1.5658
H 3.8051 0.7885 -1.4327
H 5.1682 1.9577 -1.6019
H 4.8529 0.8307 -2.8615
H 3.8820 3.1950 -3.3120
H 1.4152 2.4990 -3.6916
H 1.7939 1.0145 -2.8375
H 1.2670 1.4702 -6.0241
H 0.9962 0.1082 -4.8914
H 2.2412 0.0169 -6.1840
H 2.2948 2.4560 -0.9460
H 3.3784 3.6721 -1.0226
O 6.3093 0.0997 0.5169
H 5.6651 -0.4241 1.0288
H 6.7801 -0.5355 -0.0313
O 0.0491 -1.1005 3.8819
H 0.9188 -1.2358 3.4594
H -0.3744 -1.9638 3.8286
O -2.6644 -2.3891 0.1014
H -2.9042 -2.7262 0.9686
H -2.4340 -1.4448 0.2381
O -3.7599 3.7302 -0.9678
H -3.2370 3.9219 -1.7852
H -3.0876 3.5673 -0.2882
O 2.6899 5.7267 2.1955
H 3.2930 5.4949 1.4822
H 3.1413 6.4303 2.6730
O 2.1986 -1.5851 2.1651
H 3.1619 -1.5482 2.2655
H 1.9545 -0.6933 1.8715
O -1.5438 3.4944 0.6944
H -0.9629 3.9033 0.0246
H -1.2241 3.8249 1.5408
O 5.0814 -1.5081 2.4706
H 5.0066 -1.3500 3.4325
H 5.9549 -1.8994 2.3612
O 0.2012 4.7861 -1.2528
H 0.4353 5.4290 -0.5726
H 1.0352 4.3096 -1.4539
```

Calculated values
HOMO energy = -8.319 eV
HOMO-LUMO gap = 0.30239 hartree
LUMO energy = -0.090 eV
Electronic energy = -2999.812939 Eh

Löwdin atomic charge list, values in e, 5 entries:
1 C -0.034
2 C -0.375
3 C -0.165
4 O -0.235
5 C -0.116

***

Entry from the OMol25 dataset: a 2-piece molecular cluster, C5H10F3N3 overall (ωB97M-V with the def2-TZVPD basis set).

```
21
Properties=species:S:1:pos:R:3
C -0.2092 0.2780 -1.0596
C 0.9889 0.2971 -0.1194
C 0.8893 -1.1588 0.5065
C 1.1302 1.5125 0.8122
C -2.7206 0.6424 0.0248
N -1.0782 -0.7886 -0.5204
N -0.4132 -1.6723 0.1502
N 1.9660 -2.0230 0.1719
F -3.4714 -0.4424 0.5456
F -2.6548 1.7283 0.8318
F -3.3687 1.0294 -1.1687
H -0.8346 1.1985 -1.0263
H 0.3165 0.0005 -2.0642
H 1.9543 0.1924 -0.6252
H 0.8713 -1.0614 1.6052
H 2.0463 1.6163 1.4750
H 0.3943 1.2646 1.6094
H 1.0913 2.4713 0.2653
H -1.8331 -1.2867 -1.0170
H 2.8688 -1.5453 0.4004
H 2.0667 -2.2529 -0.7976
```

Calculated values
HOMO energy (spin up / spin down) = -8.849 / -7.925 eV
HOMO-LUMO gap (spin up / spin down) = 0.33449 / 0.28524 hartree
LUMO energy (spin up / spin down) = 0.253 / -0.163 eV
Electronic energy = -660.206653 Eh

Löwdin atomic charge list, values in e, 5 entries:
1 C -0.122
2 C -0.315
3 C -0.419
4 C -0.067
5 C -0.341